# 1
Entry from the OMol25 dataset: 8 unconnected molecules or ions with the total composition C4H25N2O8 (ωB97M-V/def2-TZVPD).

## Properties
ΔE to the lowest compared entry with this formula, charge and spin   43.5 kcal per mole
DFT total energy   -23910.94708 eV
Orbital gap (alpha / beta)   4.135 / 7.600 eV
Total charge   0
Multiplicity   2
HOMO energy (alpha / beta)   -3.848 / -7.334 eV

Structure (XYZ):
```
39
Properties=species:S:1:pos:R:3:forces:R:3
O -1.83705 -0.65485 0.65323 -0.338 -0.254 -0.727
C -1.64565 0.39312 1.40947 0.343 -0.186 -0.359
C -0.26240 0.94386 1.45964 0.573 -0.514 1.190
C 0.64334 -0.21019 1.91826 1.782 -0.007 0.151
C 2.07486 -0.15617 1.32600 -1.629 0.987 0.115
N 2.04059 -0.65755 -0.07405 -0.238 -1.065 0.426
N -0.08353 2.13598 2.30497 -0.144 0.030 0.033
H -2.38401 0.74229 2.13248 -0.032 0.102 -0.103
H 0.25374 1.24309 0.51605 -0.966 0.051 -0.523
H 0.23848 -1.17849 1.68856 -0.460 -0.071 -0.414
H 0.90644 -0.31240 2.97471 -0.874 0.685 0.378
H 2.67553 -0.70409 2.03191 0.906 -0.299 -0.624
H 2.32420 0.89874 1.22081 0.505 -0.034 0.348
H 1.14742 -0.36862 -0.48099 0.085 0.136 -0.185
H 1.97733 -1.67456 -0.12759 0.044 -0.102 0.045
H 2.78066 -0.31746 -0.68468 -0.135 0.172 -0.129
H -0.37295 1.93053 3.25727 0.058 -0.225 -0.003
H -0.78844 2.79266 1.98244 0.110 0.121 -0.032
H -1.18619 -2.56731 -0.02728 0.046 0.489 0.058
H -0.89554 -1.98100 -1.37383 0.001 0.069 0.033
O -0.58606 -2.66965 -0.78101 0.190 -0.507 -0.053
H 0.92342 -3.00935 3.52704 0.027 0.025 0.008
H 0.12132 -3.47773 2.33267 -0.272 -0.105 -0.184
O 0.96232 -3.08635 2.56865 0.384 -0.248 0.217
H 0.73730 -1.17506 -3.12099 -0.027 0.504 0.138
H 2.06748 -1.81688 -3.34303 0.183 -0.052 0.179
O 1.59648 -1.28139 -2.69526 0.085 -0.601 -0.440
H -0.31242 1.73272 -3.33842 0.208 -0.012 -0.240
H -1.07075 0.60670 -2.71276 -0.224 -0.154 0.104
O -0.19110 0.80871 -3.09746 0.739 0.539 -0.358
H 2.99957 2.00205 -2.25074 -0.300 0.164 -0.123
H 1.54877 1.56662 -1.80030 -0.029 0.036 -0.515
O 2.49389 1.40280 -1.70029 0.471 -0.010 0.505
H -2.01971 -0.14000 -1.11684 -0.026 0.395 1.162
H -3.16152 0.09683 -2.08752 0.013 0.125 -0.155
O -2.28806 0.44243 -1.87050 -1.010 -0.606 0.219
H -2.37480 3.66500 0.28655 -0.024 -0.039 0.280
H -2.97879 2.61363 -0.56596 0.042 -0.552 0.107
O -2.64648 2.73698 0.33329 -0.065 1.010 -0.530
```
Positions in Å, forces in eV/Å.

***

# 2
Entry from the OMol25 dataset: 8 unconnected molecules or ions with the total composition C8H28O8 (ωB97M-V/def2-TZVPD).

## Properties
ΔE to the lowest compared entry with this formula, charge and spin   23.1 kcal per mole
DFT total energy   -25129.26819 eV
Orbital gap   9.227 eV
Total charge   0
HOMO energy   -9.163 eV
SMILES   C1CCOC1.C1CCOC1.O.O.O.O.O.O

Structure (XYZ):
```
44
Properties=species:S:1:pos:R:3:forces:R:3
C 5.75357 -5.65183 -22.47697 -0.278 0.432 -0.532
C 4.96074 -4.93443 -23.61644 0.944 0.319 0.451
C 3.64797 -4.64419 -22.94637 -1.414 -1.504 0.782
O 3.40971 -5.84928 -22.15189 0.133 0.723 -0.292
C 4.64338 -6.17655 -21.55353 0.344 -0.648 0.556
H 6.37816 -4.92008 -21.96497 0.065 -0.109 0.062
H 6.39509 -6.41566 -22.90957 0.003 -0.136 0.207
H 4.86726 -5.58351 -24.48217 -0.323 -0.036 -0.014
H 5.51207 -4.04268 -23.92994 -0.147 0.011 -0.056
H 2.74902 -4.60643 -23.56543 0.271 0.277 -0.301
H 3.62070 -3.81153 -22.23267 0.442 0.300 -0.273
H 4.66866 -7.25891 -21.39053 -0.007 0.039 -0.357
H 4.73310 -5.77157 -20.53285 -0.092 0.367 -0.232
C -3.79157 -2.13947 -26.02761 0.072 0.350 0.720
C -4.40651 -0.77224 -26.29149 0.013 0.249 -0.337
C -3.20078 0.13486 -26.06596 0.088 0.001 -0.155
O -2.40126 -0.50523 -25.07557 0.027 -0.188 0.224
C -2.96637 -1.78572 -24.79670 -0.213 0.197 0.335
H -3.11645 -2.40624 -26.83841 -0.173 -0.352 -0.109
H -4.53145 -2.89520 -25.77720 0.072 -0.251 -0.363
H -5.18515 -0.55398 -25.55886 -0.038 -0.050 0.012
H -4.83016 -0.64806 -27.28968 0.017 -0.049 0.046
H -3.46796 1.13759 -25.73031 0.007 0.016 0.020
H -2.59830 0.21420 -26.97771 -0.072 0.111 -0.023
H -3.63648 -1.69400 -23.92551 0.042 -0.081 -0.067
H -2.17949 -2.48645 -24.52263 0.131 0.031 -0.266
O 2.44595 -4.37461 -27.05832 0.140 -0.027 -0.064
H 2.63402 -3.74520 -26.35069 0.007 -0.032 0.013
H 1.95706 -3.87205 -27.71496 -0.098 -0.040 -0.014
O 0.25900 -6.75065 -24.15423 -0.084 -0.128 0.115
H 0.21890 -5.79264 -24.27120 0.142 0.019 -0.180
H 0.70000 -7.05529 -24.95150 0.031 -0.014 -0.020
O 0.28508 -3.95203 -24.70874 -0.200 0.060 -0.014
H -0.19755 -3.72137 -23.90067 0.153 0.121 0.131
H 0.81595 -3.17492 -24.90407 -0.015 -0.031 -0.040
O -0.13385 -3.46337 -21.98078 -0.019 0.058 0.095
H 0.37804 -4.15481 -21.54824 0.047 -0.125 -0.071
H -0.81420 -3.22135 -21.34655 -0.065 0.038 0.001
O 0.98731 -0.45064 -26.14990 -0.157 0.063 -0.047
H 1.48550 -1.13878 -25.69653 0.190 0.125 -0.014
H 1.25761 -0.50927 -27.06979 -0.012 -0.013 -0.037
O 3.19355 -2.14027 -25.29997 0.028 -0.109 0.041
H 3.66162 -2.24210 -24.46523 -0.033 -0.046 0.103
H 3.84745 -1.79157 -25.91448 0.027 0.061 -0.036
```
Positions in Å, forces in eV/Å.

***

# 3
Entry from the OMol25 dataset: 17 unconnected molecules or ions with the total composition C17H68N34O17 (ωB97M-V/def2-TZVPD).

## Properties
ΔE to the lowest compared entry with this formula, charge and spin   26.2 kcal per mole
DFT total energy   -104223.84283 eV
Orbital gap   9.692 eV
Total charge   0
HOMO energy   -9.317 eV

Structure (XYZ):
```
136
Properties=species:S:1:pos:R:3:forces:R:3
C -2.84743 0.18009 6.07789 -0.479 -0.756 1.705
O -1.88027 0.53947 5.43738 1.110 0.081 -0.798
N -2.84428 -1.01287 6.83713 -1.179 3.225 -0.509
N -3.93544 1.00680 6.20175 -0.142 -1.078 0.556
H -3.69269 -1.50889 6.90672 -0.921 -0.477 0.069
H -2.06254 -1.57530 6.75014 1.674 -1.127 -0.506
H -4.04417 1.64262 5.41788 -0.385 -0.061 0.548
H -4.64144 0.81709 6.93199 0.581 0.381 -1.246
C -4.42517 1.45464 1.40066 0.722 -1.320 -0.303
O -4.63088 0.87162 2.46102 -0.007 -0.548 1.200
N -5.04556 2.59886 1.10651 -1.273 1.505 0.155
N -3.58605 1.02320 0.46892 0.288 1.059 -1.248
H -5.80336 2.64683 1.76101 -0.492 0.796 -0.129
H -5.18359 2.95788 0.15982 0.216 -0.508 0.421
H -3.62350 1.59669 -0.37323 0.577 -0.618 -0.133
H -3.09193 0.16449 0.52019 0.281 -0.681 0.096
C 4.41961 -3.27429 2.06318 0.150 0.739 0.504
O 5.06538 -2.45812 1.36692 -0.673 -0.893 0.837
N 4.37092 -3.19994 3.44126 -1.157 -0.915 0.385
N 3.72329 -4.30854 1.51958 0.371 0.523 -0.411
H 3.54181 -3.57188 3.93122 0.547 -0.250 -0.971
H 4.53003 -2.32526 3.87531 0.815 1.087 -0.244
H 3.78247 -4.29228 0.51360 -0.117 -0.570 -0.053
H 3.45715 -5.15011 2.01743 0.059 0.474 -0.158
C -0.30305 3.31408 3.17183 0.167 -0.807 0.494
O 0.28261 4.16952 2.56218 0.657 1.585 -1.396
N -1.44555 2.71784 2.78551 -1.427 -1.238 -0.106
N 0.15609 2.82402 4.33692 0.746 -0.438 1.587
H -1.67445 1.82983 3.23102 0.008 0.450 -0.048
H -1.73308 2.73384 1.82332 0.045 0.452 -0.346
H 1.02717 3.17606 4.74229 -0.959 -0.045 -0.383
H -0.50458 2.29746 4.89122 0.363 -0.110 0.298
C -2.08726 4.70723 -0.24830 -1.323 1.344 -0.427
O -1.60208 3.59345 -0.38829 -0.131 -0.301 -0.398
N -3.00396 5.31539 -1.18235 0.542 -0.913 0.716
N -1.75066 5.48933 0.82199 -0.587 -0.291 -1.102
H -3.60824 4.69559 -1.75466 0.845 0.226 0.797
H -3.46333 6.17477 -0.88121 0.297 -0.551 -0.098
H -2.26079 6.34018 1.00992 0.356 -0.304 0.192
H -1.09914 5.05214 1.46168 0.278 0.359 0.346
C -3.17591 -2.39576 3.76828 -1.159 0.111 1.397
O -2.70539 -3.18868 4.59335 0.585 0.214 -0.575
N -2.56341 -1.29895 3.23766 0.990 -2.094 0.503
N -4.50852 -2.53689 3.42404 1.040 -0.872 0.411
H -3.18608 -0.62581 2.94224 -1.630 2.000 -1.101
H -1.74998 -0.91016 3.67074 0.379 -0.309 0.367
H -4.96028 -1.77809 2.94870 -0.577 -0.146 -0.132
H -4.95577 -3.34069 3.89660 0.138 1.259 -0.779
C 4.91661 1.37862 0.01370 0.357 1.533 -1.876
O 5.21462 2.33745 -0.77936 -0.596 -2.249 1.780
N 5.59097 0.19513 0.05040 -0.278 0.688 0.597
N 3.85797 1.42884 0.89833 0.213 -0.075 -0.591
H 5.25038 -0.50536 0.70589 0.631 0.102 -0.274
H 6.24399 -0.04711 -0.67444 -0.086 0.201 0.153
H 3.47298 0.49643 1.12556 -0.157 0.894 0.179
H 3.18505 2.15476 0.65092 0.267 -0.404 0.215
C 4.17885 1.99084 -4.19256 -1.329 0.345 -0.020
O 3.55740 1.56970 -5.18612 0.981 0.448 0.724
N 3.68019 2.98625 -3.36906 1.073 -0.241 0.999
N 5.39106 1.55420 -3.76712 0.328 -0.270 -0.087
H 4.04904 3.16376 -2.42328 0.089 -0.467 -0.872
H 2.89363 3.53456 -3.59125 -0.965 -0.049 -0.687
H 5.72167 1.84357 -2.85568 -0.018 0.002 -0.053
H 5.90589 0.85789 -4.27949 -0.384 0.010 0.016
C -3.95128 1.78929 -2.91047 -0.112 -0.828 -0.261
O -4.33569 2.51856 -2.00033 -0.282 0.631 0.458
N -4.47245 0.50593 -3.10536 0.123 1.626 0.666
N -3.00329 2.14220 -3.80191 -0.081 -1.217 -0.905
H -3.79711 -0.01530 -3.63430 -0.351 -1.033 0.290
H -4.98061 0.13499 -2.28422 0.852 -0.069 -0.972
H -2.50022 2.99915 -3.78103 0.218 0.475 0.337
H -2.63447 1.44529 -4.45808 -0.012 0.536 0.488
C 3.94694 -2.05688 -1.90315 0.566 0.182 -3.803
O 3.47711 -2.16921 -3.05151 -1.307 0.023 0.655
N 3.36472 -1.69259 -0.79351 -0.965 0.278 2.585
N 5.27950 -2.23611 -1.81884 0.884 -0.499 -0.093
H 4.01883 -1.72422 0.02226 -1.719 0.074 -0.632
H 2.37563 -1.39397 -0.73358 0.752 -0.422 -0.050
H 5.67622 -2.13639 -0.92464 1.068 -0.092 0.719
H 5.80973 -2.20747 -2.67692 -0.164 -0.218 0.383
C 0.41871 3.86949 -5.27960 -0.471 -2.137 1.956
O -0.11137 2.89169 -4.72472 -0.091 1.126 -0.498
N 1.39930 3.67683 -6.17315 0.430 -0.166 -1.041
N 0.14518 5.15295 -4.90003 0.483 0.880 -0.154
H 1.62224 2.68690 -6.29695 0.263 0.723 -0.066
H 1.91363 4.42037 -6.64397 -0.313 -0.673 0.317
H 0.91871 5.73212 -5.21375 -0.516 0.515 0.529
H -0.10629 5.25271 -3.91264 0.076 -0.083 -0.705
C 0.30792 -5.15714 -1.81742 3.193 2.390 -1.235
O 1.11376 -6.07466 -1.86161 -1.665 -0.423 0.289
N -1.01949 -5.16466 -1.40508 -0.376 0.278 -0.643
N 0.77452 -3.86158 -2.13599 -1.386 1.305 0.794
H -1.70150 -4.64402 -2.00642 1.084 -0.598 0.907
H -1.26840 -6.11027 -1.21238 -0.594 -0.632 0.022
H 0.40087 -3.02078 -1.62018 0.314 -1.361 -0.905
H 1.63950 -3.62826 -2.64275 -0.328 -0.906 0.553
C -0.07456 -4.09557 2.39525 -0.829 -0.086 -0.301
O 0.61463 -3.64005 3.33364 -0.326 -0.188 -1.021
N -1.28485 -4.71857 2.65369 0.733 -0.246 -1.720
N 0.28562 -3.99142 1.04677 -0.367 -0.313 2.146
H -1.82982 -5.08934 1.87589 0.407 0.281 0.374
H -1.78689 -4.59588 3.51030 0.210 0.392 0.606
H 1.23549 -3.62515 0.97092 -0.518 -0.314 -0.648
H -0.27765 -4.46426 0.30544 0.932 0.758 0.826
C 0.30144 -0.13835 -5.03009 -0.878 -0.566 -0.772
O -0.86074 -0.15910 -4.60748 -0.456 0.220 -0.363
N 1.27356 -0.63304 -4.23718 2.100 0.859 -1.851
N 0.55409 0.28365 -6.36459 -1.085 -0.529 1.901
H 2.22601 -0.59915 -4.63128 -0.670 -0.260 0.785
H 1.10130 -1.31264 -3.51132 -0.183 0.364 -0.039
H -0.24425 0.37213 -6.96753 -0.207 0.147 0.443
H 1.41520 0.42386 -6.81357 1.374 -0.208 0.073
C -3.11944 -2.22760 -0.86447 0.395 0.299 0.514
O -4.31542 -2.32941 -0.71275 -1.120 -0.539 -0.002
N -2.53157 -2.02836 -2.06125 1.631 0.102 -1.242
N -2.25849 -2.22344 0.21281 -0.193 -0.222 0.467
H -2.94967 -2.21712 -2.96852 -0.182 0.262 0.795
H -1.53801 -1.79153 -2.06135 -0.409 -0.158 -0.214
H -2.63220 -2.71674 1.02727 0.359 0.683 -0.412
H -1.24746 -2.11048 0.13815 -0.382 -0.221 -0.124
C 2.01969 -0.40389 3.36285 1.850 1.647 -2.191
O 2.49894 -0.66790 2.21140 -1.595 -0.653 2.006
N 0.83444 -0.85345 3.84652 -0.661 -2.347 1.087
N 2.73341 0.56810 4.06107 -2.084 -1.478 1.763
H 0.61813 -1.93733 3.67390 0.606 2.362 0.019
H 0.51165 -0.53432 4.79191 0.659 -0.292 -1.359
H 3.34700 1.13458 3.53507 0.594 0.544 -0.500
H 2.35822 0.89112 4.96366 0.524 -0.077 -1.000
C -0.06962 0.15489 -0.70815 1.198 -1.277 -1.134
O 0.37956 -1.04399 -0.91778 -1.210 2.386 0.562
N -0.56862 0.91332 -1.75833 0.317 -0.149 3.083
N -0.03699 0.76217 0.52907 -0.578 0.389 -1.521
H -0.51407 0.53558 -2.67683 -0.111 -0.202 -0.897
H -0.86584 1.88282 -1.57876 0.174 -0.736 -0.389
H -0.33881 1.73462 0.41925 0.395 -0.346 0.893
H 0.52872 0.44829 1.32326 -0.314 -0.087 -0.820
```
Positions in Å, forces in eV/Å.

***

# 4
Entry from the OMol25 dataset: a single C12H12N2O2 molecule (ωB97M-V/def2-TZVPD).

## Properties
ΔE to the lowest compared entry with this formula, charge and spin   41.4 kcal per mole
DFT total energy   -19713.53752 eV
Orbital gap   9.725 eV
Total charge   0
HOMO energy   -9.960 eV
SMILES   [H]/N=C(\C)Cc1cccc2c1C(=O)N(C)C2=O

Structure (XYZ):
```
28
Properties=species:S:1:pos:R:3:forces:R:3
H 2.06324 -2.04439 2.30319 0.055 0.209 0.288
N 2.08507 -1.18950 1.74695 0.054 -0.006 -0.357
C 1.94495 -1.53970 0.53677 -0.649 -0.745 0.019
C 1.77062 -2.98704 0.09085 0.589 1.002 -0.435
C 1.91200 -0.49553 -0.56652 0.262 0.535 0.172
C 1.04129 0.71231 -0.27446 0.569 -1.066 0.065
C 1.51431 1.99625 -0.41362 0.687 -0.088 -0.239
C 0.70485 3.07213 -0.16894 0.463 1.584 -0.146
C -0.59711 2.95104 0.22206 -1.193 0.537 0.432
C -1.09079 1.68841 0.37053 0.007 -0.667 0.237
C -0.26916 0.59676 0.12133 -1.506 -0.750 0.372
C -1.14076 -0.60834 0.34253 -0.129 -0.883 0.696
O -0.87587 -1.78085 0.44061 0.277 0.742 -0.519
N -2.52362 -0.17967 0.47541 0.877 0.366 -0.503
C -3.11277 -0.49822 -0.85190 -0.946 -0.535 0.293
C -2.45470 1.21233 0.79005 -0.218 0.639 -0.035
O -3.31862 1.85035 1.33951 0.472 -0.407 -0.698
H 1.62830 -3.65113 0.93977 -0.015 -0.048 -0.095
H 2.67625 -3.24460 -0.47287 -0.094 -0.282 0.121
H 0.93595 -3.02355 -0.60640 -0.059 -0.253 0.157
H 2.94138 -0.13670 -0.68076 -0.085 -0.035 -0.114
H 1.61511 -0.91020 -1.53323 -0.009 -0.219 0.157
H 2.53374 2.17309 -0.73226 0.041 -0.095 0.037
H 1.10486 4.07365 -0.28006 0.091 -0.055 -0.079
H -1.25310 3.79476 0.39788 0.206 0.123 0.032
H -3.40060 -1.54949 -0.82787 0.138 0.034 -0.112
H -2.40510 -0.34531 -1.67510 -0.063 0.174 0.088
H -4.02975 0.06315 -1.03347 0.176 0.189 0.166
```
Positions in Å, forces in eV/Å.